ORCA calculation (ωB97M-V with the def2-TZVPD basis set) on a molecular structure, C25H20KNTe.

Properties
- Molecular weight: 501.1 g/mol
- Orbital gap: 5.69 eV
- Energy relative to the best compared isomer or geometry (same formula, charge and spin): 0.104 eV

Element x y z (Å)
K 0.725 -1.252 -1.527
Te 0.711 -1.342 1.829
C 0.459 -1.184 3.917
C 1.573 -1.118 4.745
C 1.402 -1.076 6.123
C 0.124 -1.093 6.668
C -0.986 -1.147 5.836
C -0.823 -1.190 4.457
C 0.839 -3.454 1.815
C -0.323 -4.221 1.766
C -0.241 -5.608 1.794
C 0.997 -6.231 1.865
C 2.157 -5.469 1.904
C 2.081 -4.081 1.877
H 2.569 -1.102 4.321
H 2.268 -1.027 6.771
H -0.006 -1.058 7.742
H -1.983 -1.153 6.259
H -1.688 -1.229 3.808
H -1.290 -3.737 1.712
H -1.147 -6.200 1.760
H 1.059 -7.312 1.888
H 3.124 -5.953 1.956
H 2.988 -3.490 1.910
N 0.645 0.615 -2.887
C 0.057 1.697 -3.130
C -1.100 2.205 -2.279
C -2.053 1.312 -1.795
C -3.063 1.724 -0.937
C -3.130 3.053 -0.534
C -2.192 3.958 -1.013
C -1.197 3.538 -1.888
C 0.450 2.614 -4.283
C -0.491 3.336 -5.013
C -0.113 4.100 -6.113
C 1.222 4.171 -6.483
C 2.172 3.463 -5.753
C 1.785 2.687 -4.671
H -2.000 0.278 -2.121
H -3.804 1.015 -0.588
H -3.912 3.382 0.140
H -2.237 4.996 -0.705
H -0.474 4.254 -2.264
H -1.535 3.296 -4.722
H -0.862 4.641 -6.679
H 1.521 4.772 -7.333
H 3.217 3.518 -6.034
H 2.507 2.103 -4.112

Cartesian forces (eV/Å) of the 6 atoms listed first:
0.12 -0.86 0.38
0.02 -0.04 0.30
-0.02 0.01 -0.08
-0.07 0.00 0.07
-0.01 0.01 -0.03
0.00 0.01 -0.03